## one
21
Properties=species:S:1:pos:R:3 method="wB97M-V/def2-TZVPD" total_charge=0 gap_ha="0.29131 / 0.29162" spin_multiplicity=1
H 3.162 0.114 -1.694
C -1.300 -0.404 -0.236
H 1.313 -2.085 -1.429
H 3.259 0.817 -0.080
C -4.510 0.242 1.456
C -0.634 -1.434 -0.831
H 1.149 1.766 0.418
C -3.874 0.895 -1.020
C -0.721 0.749 0.214
H 3.369 -0.936 -0.296
H -4.753 -0.492 2.211
H -1.141 -2.320 -1.176
H -1.297 1.538 0.672
N -3.978 1.745 -1.776
C 2.885 -0.029 -0.650
C 0.743 -1.291 -0.968
H -4.059 1.145 1.841
S -3.643 -0.406 0.169
C 1.397 -0.149 -0.516
C 0.654 0.872 0.067
O -4.193 -1.633 -0.362

---

## two
21
Properties=species:S:1:pos:R:3 method="wB97M-V/def2-TZVPD" total_charge=0 gap_ha=0.27363 spin_multiplicity=1
H -1.203 2.028 0.047
S -2.702 -2.680 -1.150
H 2.027 2.226 -0.476
C -1.285 -1.847 -1.350
C 2.462 -1.005 -0.384
H 2.013 1.497 1.299
C -3.089 -1.858 0.310
H -0.312 2.372 1.430
C 0.120 -0.272 -0.051
C 1.998 1.319 0.205
C 0.509 0.964 0.188
C -0.250 2.253 0.303
N 2.897 0.225 -0.085
H -0.624 -1.882 -2.246
H 3.882 0.405 -0.335
C -1.050 -1.019 -0.247
H -4.040 -2.038 0.846
H -2.115 -0.535 1.721
H 0.109 3.076 -0.180
C -2.100 -1.065 0.766
O 2.752 -2.163 -0.610

---

What should be chosen as the most stable of them? Choose two.

---

## one
25
Properties=species:S:1:pos:R:3 method="wB97M-V/def2-TZVPD" total_charge=-1 gap_ha=0.29376 spin_multiplicity=1
O 3.725 3.360 -21.856
O 5.842 6.123 -19.745
H 2.311 10.407 -25.394
Br 4.999 6.861 -24.273
H 4.575 3.013 -21.583
H 5.973 5.175 -19.734
O 7.770 4.129 -26.768
H 7.816 3.327 -26.248
H 3.270 3.980 -27.011
H 7.060 4.633 -26.369
O 0.183 5.705 -25.386
H 3.936 4.162 -22.334
H 3.516 4.178 -28.491
H 4.656 9.039 -27.821
H 5.817 6.351 -20.674
O 2.932 10.831 -24.802
O 5.239 9.039 -28.580
H 9.149 9.581 -23.609
H 0.124 4.790 -25.113
H 8.477 8.226 -23.542
O 9.233 8.713 -23.215
H 3.415 10.108 -24.401
H 5.489 9.956 -28.691
H 1.051 5.987 -25.095
O 3.173 3.547 -27.859

---

## two
25
Properties=species:S:1:pos:R:3 method="wB97M-V/def2-TZVPD" total_charge=-1 gap_ha=0.35670 spin_multiplicity=1
Br 0.249 -0.163 0.402
H -0.545 0.743 -2.029
H -1.001 -0.136 2.895
O 0.506 -1.881 -2.466
H -2.058 -1.188 3.157
H 0.770 2.373 3.095
O -3.060 -0.240 -0.122
H 2.302 1.628 -0.812
H 0.696 -1.455 -1.630
O -1.606 -3.025 -0.630
O 3.677 -0.494 1.591
H -2.173 -0.273 0.237
H 3.685 0.348 1.135
H -1.840 1.037 -2.757
H 0.134 1.895 1.807
H -1.489 -2.492 0.157
H -1.097 -2.573 -1.303
O -0.890 1.113 -2.843
O -1.660 -0.404 3.536
H 2.768 -0.790 1.529
O 2.806 1.971 -1.550
O -0.045 2.409 2.594
H 0.772 -1.243 -3.127
H 2.147 2.336 -2.141
H -3.049 0.505 -0.723

---

What should be chosen as the most stable of them? Choose two.

---

## one
14
Properties=species:S:1:pos:R:3 method="wB97M-V/def2-TZVPD" total_charge=-1 gap_ha=0.21208 spin_multiplicity=1
O -2.237 -0.172 -1.006
C 0.497 -0.568 -0.022
H -2.058 0.801 0.865
O -2.177 -1.139 0.987
H 0.299 -1.065 0.954
H 0.854 1.826 -0.450
C 0.858 0.919 0.216
H 1.780 2.060 1.547
N 1.028 1.359 1.507
H -0.106 -0.938 -0.842
C -2.133 -0.118 0.253
H 2.745 -0.293 0.394
O 2.200 -0.202 -1.611
C 1.969 -0.158 -0.348

---

## two
14
Properties=species:S:1:pos:R:3 method="wB97M-V/def2-TZVPD" total_charge=-1 gap_ha=0.19407 spin_multiplicity=1
H 0.361 -2.065 -0.701
O 1.628 -1.217 -2.103
C 1.255 -1.442 -0.832
H 0.933 0.748 -0.832
H 2.107 -1.913 -0.293
H -0.337 -0.974 2.256
H -2.040 1.298 1.498
O -0.476 2.322 0.751
C -0.422 -0.122 0.505
C 0.959 -0.077 -0.121
C -1.168 1.313 0.845
O -1.374 0.457 -0.336
N -0.776 -1.072 1.356
H 1.663 0.243 0.656

---

What should be chosen as the most stable of them? Choose one.

---

## one
86
Properties=species:S:1:pos:R:3 method="wB97M-V/def2-TZVPD" total_charge=0 gap_ha="0.22075 / 0.22410" spin_multiplicity=3
H -4.297 -5.340 1.405
C 1.163 -0.025 -3.098
C 2.380 2.699 0.616
H 1.494 -0.510 2.938
H 2.389 -2.495 1.766
H 2.299 -2.025 -1.217
C -2.187 1.911 0.056
H 4.227 1.115 -1.789
C -1.655 -0.453 -2.412
H 1.212 1.244 3.008
C -0.940 -0.787 3.629
C -4.443 2.671 -0.256
C -3.728 -4.461 1.065
C 6.097 -1.449 1.119
C 3.438 -2.234 1.560
C -1.234 1.639 -3.987
C -2.905 -2.191 1.365
H 2.729 0.640 2.348
F -1.521 -2.004 5.601
H 7.137 -1.136 0.967
C 5.800 -2.669 1.741
H 0.738 2.220 -4.741
H 1.520 1.811 -2.062
P -1.326 -0.812 -0.619
H -2.004 -3.367 -1.676
H -2.837 -1.322 2.020
C -2.353 1.374 4.573
P 2.307 -0.067 0.259
C 4.475 -3.068 1.974
C 1.552 -1.396 -0.731
H -2.703 3.977 0.043
C -2.479 -3.341 -0.692
C 3.582 4.299 -0.705
C -2.359 -2.178 0.067
H 0.914 -1.731 -4.335
H -1.104 2.125 0.141
H 3.855 5.342 -0.918
H 0.221 -0.296 -5.002
C -3.202 -4.447 -0.231
H -3.351 -5.277 -0.918
C -1.665 1.426 3.355
C -1.027 -1.306 -3.556
H 6.610 -3.336 2.032
H -5.929 1.134 -0.514
H -2.718 -0.769 -2.390
H -2.461 1.556 -2.256
H 5.263 0.360 0.252
H -1.862 2.521 -4.154
C -1.576 -0.859 4.882
Pd 0.020 0.516 0.782
F -1.692 2.642 2.740
C 2.911 1.623 -0.123
C -3.576 -3.316 1.857
H -5.126 3.513 -0.403
H -0.993 -2.370 -3.310
C 1.652 0.430 2.414
H 0.176 3.169 -3.370
C 5.048 -0.618 0.704
C -3.087 2.965 -0.037
C 0.967 1.268 -2.822
C 2.708 4.026 0.357
H 0.041 -2.788 -1.356
H 4.824 3.485 -2.294
C 3.721 -1.029 0.891
C -3.974 0.295 -0.225
F -2.929 0.167 6.554
C 0.211 2.157 -3.780
C -0.988 0.346 2.811
H 2.286 4.831 0.971
H -4.016 -3.324 2.853
H -1.320 1.037 -4.898
H 1.675 2.513 1.421
C -2.290 0.232 5.367
H -1.759 -1.198 -4.357
F -3.088 2.433 4.979
C -1.713 0.958 -2.768
C 4.144 3.252 -1.466
H -4.320 -0.735 -0.294
C 0.265 -1.784 -0.950
C -4.879 1.351 -0.337
H 4.242 -4.003 2.493
H 2.087 -0.518 -2.806
C 0.333 -0.844 -4.067
C -2.628 0.606 -0.109
C 3.815 1.925 -1.176
F -0.283 -1.924 3.230

---

## two
86
Properties=species:S:1:pos:R:3 method="wB97M-V/def2-TZVPD" total_charge=0 gap_ha="0.09692 / 0.11203" spin_multiplicity=3
H -1.200 2.388 -6.471
C -0.689 1.508 -6.064
C -3.274 -3.666 2.448
C 0.599 -1.253 -5.744
C -0.732 -1.582 -5.033
C 3.215 3.246 -1.286
F -0.133 -2.008 4.954
C 3.415 4.198 -0.283
H 1.498 1.453 4.503
C 2.728 2.590 1.385
H -5.697 1.201 -0.178
H -3.532 -4.562 -0.826
H 6.719 -0.883 0.620
C 5.748 -1.293 0.881
C 1.513 -0.382 -4.916
H -2.598 4.157 0.229
C -1.969 1.081 4.255
H -0.787 -1.058 -1.562
H 2.623 1.225 -1.736
C -3.254 -3.981 0.049
C -1.602 0.848 -5.058
C 2.521 1.633 0.383
H 1.223 2.514 -6.223
C -1.054 0.031 4.118
H -2.267 -1.886 3.162
C 1.520 0.951 -4.798
C -1.910 -0.973 6.159
C 4.600 -0.529 0.683
C -2.916 3.118 0.225
C -1.610 -0.422 -4.639
C 3.173 3.869 1.051
C -1.021 -0.991 5.081
H 2.271 1.373 -4.129
H 3.337 4.605 1.833
F -1.987 2.086 3.351
C 3.252 -2.335 1.565
C -0.251 -0.766 -0.659
P -1.169 -0.524 0.908
H 0.403 -0.811 -6.722
C -2.168 -2.048 1.025
C 5.652 -2.580 1.416
H 2.282 -2.736 1.847
H -1.313 -2.270 -5.668
H 3.766 5.193 -0.543
H -0.507 -2.151 -4.121
H -4.041 -0.593 0.219
H -4.196 -5.333 1.439
C 4.403 -3.098 1.759
H 1.672 -0.675 -1.562
H 1.110 -2.204 -5.939
H -4.983 3.581 -0.183
C 3.340 -1.049 1.015
H 3.408 3.501 -2.324
Pd 0.308 -0.008 2.549
C -4.255 2.795 -0.006
H 2.733 0.492 3.656
F -3.743 2.118 5.469
H 6.549 -3.174 1.569
H -0.493 0.854 -6.915
H 4.323 -4.096 2.180
C -1.983 2.109 0.454
C -2.546 -2.486 2.300
C -3.724 0.445 0.219
P 1.861 0.005 0.894
C -4.655 1.458 -0.005
H -2.252 -2.459 -1.095
H -0.945 2.365 0.649
H 2.543 2.311 2.420
C 1.071 -0.559 -0.659
H 4.679 0.472 0.270
C 2.768 1.968 -0.956
C -2.528 -2.802 -0.102
H -2.361 -0.681 -3.892
H 1.672 -0.285 4.849
H 2.242 -0.925 -4.315
H 0.417 2.753 -4.689
C -2.857 1.099 5.337
F -1.877 -1.969 7.081
H -2.332 1.515 -4.598
C 0.643 1.989 -5.447
C -2.830 0.072 6.287
C -2.377 0.763 0.444
C -3.627 -4.414 1.325
F -3.689 0.091 7.336
H -3.570 -3.998 3.439
C 1.711 0.476 4.058

---

What should be chosen as the most stable of them? Choose two.

---

## one
10
Properties=species:S:1:pos:R:3 method="wB97M-V/def2-TZVPD" total_charge=0 gap_ha=0.37884 spin_multiplicity=1
C -0.049 0.626 -0.400
F -0.201 0.194 2.021
H 0.000 2.437 -1.282
H 0.103 2.458 0.341
H 0.223 -2.436 0.727
N 0.149 -0.083 -1.482
C -0.052 -0.231 0.763
C 0.141 -1.470 0.270
N -0.272 1.987 -0.421
O 0.262 -1.386 -1.057

---

## two
10
Properties=species:S:1:pos:R:3 method="wB97M-V/def2-TZVPD" total_charge=0 gap_ha="0.31457 / 0.31450" spin_multiplicity=1
C 0.474 1.571 -0.221
H -1.459 -1.113 1.059
N -1.055 0.794 1.415
F 0.210 2.385 -1.291
C -0.191 -0.337 -0.390
C -0.930 -0.343 0.708
N -0.342 1.762 1.026
O -0.234 2.830 1.607
H 0.323 -0.953 -1.070
H 1.657 1.550 -0.136

---

What should be chosen as the most stable of them? Choose one.

---

## one
15
Properties=species:S:1:pos:R:3 method="wB97M-V/def2-TZVPD" total_charge=+1 gap_ha=0.34541 spin_multiplicity=1
H 2.164 0.773 -0.162
H -2.219 -0.094 1.007
H 1.135 -1.072 -1.092
H -2.041 0.180 -0.784
C 0.256 -0.518 -1.244
O 0.864 2.236 0.712
H -0.098 -0.692 2.236
N -0.260 -0.258 0.154
C -1.542 0.390 0.164
O 1.325 -1.654 0.983
C 1.328 1.324 0.309
C 0.405 -0.925 1.189
H -0.296 -1.339 -1.896
H -1.288 1.367 0.368
H 0.267 0.281 -1.943

---

## two
15
Properties=species:S:1:pos:R:3 method="wB97M-V/def2-TZVPD" total_charge=+1 gap_ha=0.26268 spin_multiplicity=1
C -0.279 -0.398 -0.260
C -0.512 -1.485 -2.300
H -0.094 -0.645 -2.628
H 0.280 -2.254 -2.252
H 0.801 1.062 2.582
O -0.690 -1.406 -0.914
H 0.286 0.413 -0.762
C 0.680 1.047 1.559
H 1.633 1.070 0.918
H -1.330 -1.879 -2.951
H 0.120 -0.961 1.866
H -1.096 0.061 1.460
O 0.191 3.303 1.583
N 0.153 2.283 0.940
C -0.143 -0.209 1.161

---

## three
15
Properties=species:S:1:pos:R:3 method="wB97M-V/def2-TZVPD" total_charge=+1 gap_ha=0.34434 spin_multiplicity=1
H 1.637 0.836 -1.772
H -0.872 -0.780 0.879
C 2.366 0.267 0.068
C 0.599 -0.009 -0.082
H -2.123 1.232 0.734
H 0.620 -1.813 0.969
H -0.664 1.355 -1.277
C 1.630 0.008 -1.153
H -0.462 -1.779 -0.387
O -1.467 0.537 0.695
H -0.057 1.991 0.400
N -0.031 -1.203 0.278
O 3.117 0.368 0.939
H 1.860 -0.879 -1.877
C -0.411 1.073 -0.149

---

What should be chosen as the most stable of them? Choose one.